Record 1
Molecular formula: C16H11F2N2O4RuS2
Method: DFT, wB97M-V/def2-TZVPD

## Properties
charge: -2
E_HOMO (spin up / spin down): -0.245 / -0.404 eV
total energy: -57625.87770 eV
strongest force on any atom: 0.109 Eh/bohr
expectation value of S²: 0.760
spin multiplicity: 2
LUMO energy (spin up / spin down): 5.0 / 5.0 eV

The geometry in XYZ format:
```
38
Properties=species:S:1:pos:R:3:forces:R:3:nbo_charge:R:1
Ru 0.000 0.000 0.000 -0.310 -0.669 -4.415 0.550
S -0.988 1.569 1.710 -1.417 -3.538 -0.014 -0.168
C -1.258 -0.180 2.178 -0.298 1.482 -0.313 0.080
C -1.951 -0.323 3.378 -0.439 -1.839 1.034 -0.266
C -2.226 -1.605 3.854 0.063 0.996 -0.108 -0.201
C -1.808 -2.717 3.130 0.096 -0.127 -0.229 -0.349
C -1.122 -2.514 1.944 0.374 0.620 -0.464 0.062
N -0.832 -1.300 1.441 -1.101 1.667 1.974 -0.455
H -2.277 0.545 3.942 0.187 -0.013 -0.256 0.216
H -2.765 -1.726 4.787 -0.022 -0.043 0.030 0.185
H -2.011 -3.720 3.482 0.046 -0.041 -0.084 0.193
H -0.776 -3.348 1.344 0.011 -0.013 -0.029 0.188
F 4.875 -1.267 -2.324 0.717 -0.341 -0.201 -0.345
C 3.729 -0.575 -2.370 -1.682 0.624 0.788 0.433
C 2.801 -0.716 -1.354 0.202 -0.212 -0.483 -0.383
C 1.614 0.012 -1.418 -2.150 -0.700 0.827 0.087
C 1.310 0.893 -2.476 0.311 -0.025 -1.249 -0.200
C 2.289 0.996 -3.479 0.134 -1.019 1.550 0.432
F 2.118 1.801 -4.539 -0.003 0.563 -0.867 -0.354
C 3.485 0.276 -3.435 0.043 0.409 -0.656 -0.459
C 0.021 1.630 -2.465 0.681 -0.521 0.327 0.239
C -0.391 2.526 -3.453 -0.801 0.668 -0.309 -0.259
C -1.627 3.167 -3.343 0.567 -0.263 -0.083 -0.180
C -2.438 2.908 -2.250 0.155 0.020 -0.151 -0.309
C -1.975 2.012 -1.308 0.408 -0.581 0.300 0.079
N -0.783 1.381 -1.393 -0.194 0.146 -0.736 -0.375
H 2.992 -1.382 -0.520 0.000 0.114 -0.021 0.234
H 4.216 0.382 -4.228 -0.075 0.071 0.015 0.206
H 0.220 2.751 -4.319 0.030 -0.194 0.288 0.226
H -1.948 3.865 -4.111 0.078 -0.054 0.026 0.190
H -3.402 3.388 -2.136 0.049 -0.079 0.091 0.201
H -2.565 1.768 -0.429 0.196 -0.012 -0.103 0.231
O 3.514 1.332 1.679 -0.224 -0.682 -0.100 -1.071
S 2.102 1.360 1.256 3.212 4.244 1.800 2.592
O 2.014 1.849 -0.132 -0.311 0.396 -0.178 -1.038
O 1.538 0.000 1.334 -0.224 -2.457 0.559 -0.987
O 1.341 2.259 2.142 0.873 0.137 0.176 -1.068
H -0.691 -1.196 -1.196 0.818 1.264 1.267 -0.158
```
Positions in Å, forces in eV/Å.



Record 2
Molecular formula: C16H11F2NO
Method: DFT, wB97M-V/def2-TZVPD

## Properties
E_HOMO: -6.652 eV
total energy: -25739.34830 eV
strongest force on any atom: 0.091 Eh/bohr
energy above the lowest of the compared OMol25 structures with the same formula, charge and spin: 0.0 kcal/mol
LUMO energy: -3.6 eV

The geometry in XYZ format:
```
31
Properties=species:S:1:pos:R:3:forces:R:3:nbo_charge:R:1
O -1.337 2.174 -3.182 -0.780 -1.126 0.928 -0.763
C -0.624 3.055 -3.604 2.678 3.430 -1.775 0.586
N 0.081 3.946 -4.048 -1.919 -2.594 1.437 -0.725
F -3.495 -3.645 0.770 0.073 1.110 -0.310 -0.319
C -3.534 -2.353 0.314 0.620 -0.430 0.234 0.387
C -4.746 -1.841 -0.112 -0.141 0.300 -0.125 -0.204
C -4.779 -0.533 -0.591 -0.052 0.307 0.060 -0.200
C -3.646 0.265 -0.670 0.747 -0.408 0.066 -0.115
C -2.395 -0.276 -0.260 -0.660 -0.667 0.292 -0.130
C -1.206 0.517 -0.358 0.352 0.426 0.378 0.098
C 0.001 0.158 0.244 0.459 -0.057 0.443 -0.324
C 1.180 0.896 0.155 -1.229 0.001 -0.326 0.081
C 2.462 0.492 0.634 0.894 -0.574 0.541 -0.140
C 2.675 -0.832 1.125 0.498 0.354 -0.090 -0.210
C 3.946 -1.202 1.551 -0.371 -0.642 0.133 0.393
F 4.161 -2.478 2.012 -0.315 1.185 -0.454 -0.319
C 5.014 -0.321 1.525 0.029 0.381 -0.060 -0.211
C 4.797 0.975 1.049 0.009 0.165 0.089 -0.199
C 3.554 1.402 0.605 -0.525 -0.583 0.025 -0.124
C -2.365 -1.605 0.274 -0.366 0.147 -0.351 -0.212
H -5.654 -2.442 -0.074 0.320 0.099 0.012 0.247
H -5.719 -0.105 -0.902 -0.149 -0.062 -0.055 0.234
H -3.689 1.290 -1.045 0.018 -0.394 0.011 0.254
H -1.281 1.471 -0.888 0.068 -0.182 -0.227 0.279
H 0.008 -0.724 0.895 0.072 0.245 -0.531 0.207
H 1.126 1.871 -0.323 0.004 -0.054 -0.192 0.241
H 1.879 -1.569 1.136 0.172 0.099 0.018 0.234
H 6.002 -0.623 1.877 -0.367 -0.016 -0.131 0.248
H 5.616 1.683 1.044 0.035 -0.112 -0.020 0.234
H 3.403 2.423 0.243 0.068 -0.410 0.094 0.240
H -1.439 -2.069 0.603 -0.240 0.061 -0.116 0.231
```
Positions in Å, forces in eV/Å.



Record 3
Molecular formula: C16H12BCl44NO2P
Method: DFT, wB97M-V/def2-TZVPD

## Properties
charge: +1
E_HOMO: -12.320 eV
total energy: -583312.60795 eV
strongest force on any atom: 0.031 Eh/bohr
energy above the lowest of the compared OMol25 structures with the same formula, charge and spin: 19.1 kcal/mol
LUMO energy: -4.0 eV

The geometry in XYZ format:
```
77
Properties=species:S:1:pos:R:3:forces:R:3:lowdin_charge:R:1
C 2.416 -2.380 4.715 1.236 0.820 0.540 -0.029
C 2.887 -2.534 3.625 0.769 -0.517 -1.224 -0.244
P 3.698 -2.612 2.055 -1.377 -0.659 -0.411 1.035
C 3.718 -4.339 1.454 0.271 0.081 0.487 -0.160
C 2.709 -1.536 0.913 -0.303 0.172 0.668 -0.224
C 1.747 -0.576 1.698 0.768 -0.539 0.013 -0.313
O 1.273 0.437 0.857 0.288 -0.306 0.087 -0.095
B 5.501 -1.899 2.337 1.114 0.934 0.410 -0.610
N 6.695 -2.653 2.030 -0.701 -0.122 0.443 0.135
O 5.556 -0.646 2.885 -0.204 -0.336 -1.231 0.152
H 2.211 -1.953 5.671 -0.282 -0.482 0.223 0.064
H 2.814 -4.589 0.897 0.001 0.099 0.187 0.061
H 4.604 -4.545 0.847 -0.092 0.352 -0.023 0.066
H 3.816 -4.967 2.346 -0.188 -0.005 -0.169 0.071
H 3.415 -0.946 0.318 -0.184 -0.112 -0.080 0.096
H 2.068 -2.153 0.274 0.461 -0.149 -0.085 0.090
H 0.939 -1.171 2.136 0.075 0.065 -0.118 0.065
H 2.321 -0.159 2.534 -0.335 0.431 -0.133 0.115
H 1.058 0.007 0.018 -0.315 0.338 -0.105 0.023
H 7.178 -2.798 2.920 0.221 -0.333 -0.230 0.101
H 7.324 -2.092 1.460 0.079 0.002 0.105 0.094
H 4.969 -0.023 2.431 -0.267 0.250 0.701 0.112
C 2.428 3.388 -1.670 -0.110 0.140 -0.070 -1.996
Cl 2.143 2.849 -3.331 0.009 0.158 0.739 0.480
Cl 3.097 5.023 -1.680 0.087 -0.840 0.074 0.495
Cl 0.900 3.377 -0.787 0.120 -0.005 0.011 0.544
Cl 3.580 2.287 -0.885 0.047 0.011 -0.024 0.513
C -1.766 -1.744 4.181 -0.381 0.185 0.108 -1.958
Cl -2.564 -1.939 5.737 0.470 0.139 -0.050 0.547
Cl -2.555 -2.783 2.979 0.600 -0.350 0.275 0.440
Cl -1.853 -0.053 3.676 0.116 -0.093 -0.017 0.555
Cl -0.054 -2.216 4.288 -1.068 -0.053 -0.067 0.629
C 1.442 1.306 -7.499 -0.060 -0.032 -0.133 -2.022
Cl 2.577 1.710 -8.790 -0.050 -0.024 0.073 0.538
Cl 1.349 -0.451 -7.325 0.138 0.122 0.147 0.500
Cl 2.003 2.020 -5.974 0.012 -0.201 -0.670 0.464
Cl -0.156 1.946 -7.894 0.072 -0.018 0.047 0.527
C -5.979 0.055 1.774 -0.126 0.025 -0.068 -2.023
Cl -7.332 -0.762 0.985 0.078 0.035 0.040 0.541
Cl -4.684 -1.113 2.090 -0.673 0.339 -0.020 0.424
Cl -5.364 1.338 0.721 0.009 -0.058 0.033 0.526
Cl -6.519 0.752 3.305 0.050 -0.047 -0.056 0.538
C -1.761 -0.724 -1.731 -0.249 0.027 -0.052 -2.015
Cl -0.090 -1.285 -2.005 0.059 -0.005 0.024 0.536
Cl -2.790 -1.319 -3.032 0.113 -0.006 0.058 0.565
Cl -2.350 -1.348 -0.185 0.214 0.281 -0.144 0.468
Cl -1.784 1.038 -1.712 0.053 -0.092 0.032 0.544
C -6.482 -3.802 6.324 -0.136 -0.039 -0.053 -2.033
Cl -5.325 -3.306 5.080 -0.326 -0.176 -0.038 0.469
Cl -6.542 -5.567 6.404 0.020 0.073 0.001 0.534
Cl -5.968 -3.157 7.890 0.010 -0.010 -0.051 0.528
Cl -8.081 -3.171 5.921 0.187 -0.039 0.029 0.500
C -0.310 -1.256 -11.011 -0.014 0.002 -0.041 -2.047
Cl -1.113 -1.363 -9.438 -0.114 -0.061 -0.159 0.490
Cl -1.131 -2.312 -12.166 0.039 0.046 0.055 0.532
Cl -0.373 0.414 -11.588 0.015 -0.055 0.040 0.520
Cl 1.378 -1.759 -10.848 -0.050 0.020 -0.003 0.511
C 2.928 9.524 -2.081 0.048 0.152 -0.043 -2.025
Cl 4.075 9.923 -3.362 -0.164 -0.056 0.100 0.499
Cl 2.814 7.760 -1.920 -0.157 0.742 -0.076 0.459
Cl 3.485 10.219 -0.553 -0.011 -0.048 -0.053 0.528
Cl 1.336 10.179 -2.483 0.059 -0.062 0.033 0.536
C 8.000 10.456 -3.752 0.041 0.036 0.015 -2.049
Cl 9.630 9.841 -4.052 -0.065 0.016 -0.004 0.526
Cl 6.915 9.885 -5.032 0.123 0.015 0.017 0.497
Cl 7.433 9.872 -2.182 0.045 0.009 -0.055 0.504
Cl 8.026 12.222 -3.749 -0.023 -0.080 -0.001 0.530
C -11.988 -2.135 6.210 -0.096 0.006 0.021 -2.050
Cl -13.111 -0.926 6.842 0.055 -0.037 -0.037 0.530
Cl -10.773 -1.334 5.197 -0.069 -0.024 0.043 0.493
Cl -11.194 -2.960 7.556 -0.042 0.044 -0.049 0.511
Cl -12.876 -3.314 5.237 0.055 0.046 0.028 0.528
C -2.320 -6.234 0.380 -0.158 -0.081 0.042 -2.043
Cl -2.741 -6.654 2.044 0.042 0.041 -0.056 0.531
Cl -0.609 -6.596 0.094 -0.015 0.021 0.003 0.505
Cl -3.314 -7.169 -0.738 0.082 0.060 0.056 0.550
Cl -2.604 -4.506 0.121 0.054 -0.184 -0.109 0.468
```
Positions in Å, forces in eV/Å.



Record 4
Molecular formula: C16H12Cl2F3N3O6SV
Method: DFT, wB97M-V/def2-TZVPD

## Properties
E_HOMO (spin up / spin down): -6.567 / -6.773 eV
total energy: -103260.70934 eV
strongest force on any atom: 0.047 Eh/bohr
expectation value of S²: 1.082
spin multiplicity: 2
energy above the lowest of the compared OMol25 structures with the same formula, charge and spin: 64.0 kcal/mol
LUMO energy (spin up / spin down): -0.7 / -0.8 eV

The geometry in XYZ format:
```
44
Properties=species:S:1:pos:R:3:forces:R:3:nbo_charge:R:1
V 0.032 -0.003 0.003 -0.721 -0.838 0.884 0.980
O 5.966 -5.323 0.409 0.164 -0.193 0.023 -0.663
C 4.635 -5.277 0.605 -0.215 0.008 -0.029 0.778
O 4.055 -6.255 0.985 0.067 -0.009 -0.025 -0.562
C 3.952 -3.965 0.342 -0.357 -0.021 0.090 -0.199
C 2.627 -3.923 0.564 0.182 -0.099 -0.008 -0.090
C 1.800 -2.680 0.428 0.049 0.222 -0.245 -0.121
C 2.615 -1.450 0.082 -0.134 0.038 0.006 0.159
C 3.990 -1.594 -0.200 0.336 -0.104 0.083 -0.219
C 4.645 -2.784 -0.106 0.099 0.341 -0.049 -0.247
N 1.972 -0.269 0.053 1.157 -1.008 -0.156 -0.497
C 2.659 0.901 0.070 0.171 0.718 -0.006 -0.169
C 1.906 2.047 -0.147 0.147 -0.640 -0.020 0.150
C 2.398 3.375 -0.183 -0.041 0.386 -0.018 -0.231
C 1.549 4.404 -0.468 0.225 -0.283 0.048 -0.157
C 0.196 4.123 -0.757 -0.263 -0.094 -0.012 -0.313
C -0.239 2.829 -0.690 -0.034 0.450 -0.018 0.059
N 0.566 1.794 -0.347 0.412 1.743 -0.585 -0.608
H 6.315 -4.477 0.114 -0.049 0.128 -0.011 0.483
H 2.113 -4.820 0.883 0.013 -0.004 0.016 0.237
H 1.032 -2.840 -0.337 -0.064 -0.085 0.047 0.224
H 4.537 -0.727 -0.545 0.001 -0.046 -0.021 0.215
H 5.687 -2.812 -0.401 -0.006 -0.002 -0.015 0.191
H 3.721 0.944 0.261 -0.037 -0.016 0.006 0.203
H 3.448 3.545 0.015 0.000 -0.002 0.001 0.223
H 1.904 5.426 -0.492 0.049 -0.007 0.002 0.220
H -0.495 4.912 -1.015 -0.010 -0.036 -0.049 0.225
H -1.270 2.587 -0.915 0.001 -0.047 0.049 0.205
Cl 0.040 0.604 2.326 0.181 0.078 0.899 0.142
C -1.681 1.052 2.406 -0.124 -0.096 -0.063 -0.383
Cl -2.367 0.714 0.805 -0.471 0.333 0.321 0.121
H -1.759 2.110 2.625 0.017 0.000 0.004 0.241
H -2.168 0.424 3.143 -0.032 0.035 -0.001 0.249
O -0.795 -2.945 3.001 0.163 0.158 -0.167 -0.526
C 0.120 -2.732 2.301 0.105 -0.210 -0.056 0.888
N 1.108 -2.432 1.689 -0.319 0.130 0.392 -0.565
F -0.309 -3.372 -2.768 -0.054 -0.006 0.056 -0.306
C -1.531 -3.028 -2.357 0.174 -0.082 0.083 0.733
F -2.327 -2.920 -3.410 0.032 0.126 0.015 -0.296
F -1.998 -3.984 -1.557 -0.028 0.060 -0.066 -0.302
S -1.441 -1.435 -1.396 -1.491 -1.303 -1.367 2.283
O -2.683 -0.766 -1.626 -0.077 -0.046 -0.074 -0.904
O -0.249 -0.744 -1.909 0.449 0.197 -0.286 -0.914
O -1.186 -1.880 -0.025 0.330 0.125 0.324 -0.937
```
Positions in Å, forces in eV/Å.